Record 1
A structure of composition C17H34FMgNO14, computed with the ωB97M-V functional and the def2-TZVPD basis.

Values from the calculation:
- HOMO: -8.937 eV
- Charge: 0
- 2S+1: 1

XYZ file:
```
68
Properties=species:S:1:pos:R:3:lowdin_charge:R:1
Mg -0.729 -1.421 -0.522 0.6985
N 1.127 -3.968 -1.174 -0.5482
O 1.452 -4.804 -0.311 0.0070
O 0.621 -2.865 -0.782 -0.1262
O 1.292 -4.175 -2.381 0.0181
F 0.334 -0.106 0.341 -0.4308
C 4.058 -1.911 -0.765 -0.1313
C 4.415 -1.390 0.623 -0.1517
C 4.073 0.101 0.631 -0.1913
O 3.773 0.432 -0.720 -0.1394
C 3.276 -0.739 -1.345 -0.2112
H 3.404 -2.779 -0.728 0.0938
H 4.922 -2.101 -1.399 0.1125
H 5.415 -1.684 0.961 0.1074
H 3.874 -1.940 1.406 0.0866
H 4.854 0.745 1.034 0.1165
H 3.163 0.287 1.217 0.1035
H 3.481 -0.608 -2.414 0.1198
H 2.194 -0.871 -1.274 0.0894
C -0.358 0.898 -4.058 -0.1510
C -0.814 -0.413 -4.685 -0.1517
C -0.343 -1.444 -3.671 -0.1293
O -0.645 -0.799 -2.405 -0.2203
C -0.585 0.636 -2.571 -0.1574
H -1.023 1.723 -4.324 0.1155
H 0.642 1.169 -4.391 0.1181
H -0.446 -0.459 -5.711 0.1198
H -1.902 -0.385 -4.783 0.1190
H 0.734 -1.614 -3.658 0.1288
H -0.836 -2.405 -3.787 0.1316
H 0.185 1.118 -1.973 0.1039
H -1.569 0.996 -2.272 0.1208
C 1.356 -2.550 2.307 -0.0039
O 0.118 -2.813 2.982 0.0652
C -0.982 -2.788 2.309 -0.5750
O -1.103 -2.256 1.227 0.0646
O -1.954 -3.376 2.976 0.0494
C -3.242 -3.427 2.400 -0.0245
H 1.318 -1.544 1.883 0.0818
H 1.516 -3.281 1.515 0.0799
H 2.160 -2.593 3.034 0.0967
H -3.654 -2.492 2.027 0.0852
H -3.925 -3.851 3.135 0.0984
H -3.230 -4.176 1.601 0.1084
C 0.396 6.459 2.795 -0.0517
O 0.761 5.903 1.552 0.0069
C 0.728 4.582 1.422 -0.6258
O 0.224 3.817 2.196 0.1289
O 1.325 4.286 0.282 0.0250
C 1.274 2.921 -0.112 -0.0310
H -0.693 6.460 2.904 0.0958
H 0.780 7.465 2.915 0.0924
H 0.749 5.823 3.612 0.0965
H 0.270 2.503 -0.085 0.0569
H 1.901 2.329 0.554 0.0943
H 1.670 2.805 -1.118 0.0969
C -2.148 1.963 1.144 0.0036
O -3.420 1.285 1.129 0.0163
C -3.495 0.160 0.469 -0.6082
O -2.548 -0.312 -0.108 0.0886
O -4.662 -0.428 0.522 0.0296
C -5.788 0.249 1.102 -0.0058
H -1.392 1.415 1.700 0.1044
H -2.324 2.882 1.700 0.0968
H -1.869 2.192 0.121 0.0904
H -6.511 -0.536 1.302 0.0990
H -6.137 1.029 0.432 0.1037
H -5.510 0.669 2.069 0.0996
```


Record 2
A structure of composition C28H52P2Sc, computed with the ωB97M-V functional and the def2-TZVPD basis.

Values from the calculation:
- HOMO (spin up / spin down): -8.866 / -8.617 eV
- Charge: +1
- 2S+1: 1

XYZ file:
```
83
Properties=species:S:1:pos:R:3:lowdin_charge:R:1
Sc 0.479 -0.306 -0.849 0.6138
C -0.468 -2.365 1.892 -0.2746
C 0.888 -2.326 1.364 -0.2837
C 0.884 -1.116 3.299 -0.2490
C -0.469 -1.592 3.065 -0.2514
C 1.703 -1.516 2.244 -0.2665
C -1.579 -3.274 1.495 -0.0699
H -1.343 -3.742 0.548 0.0619
H -2.539 -2.763 1.415 0.0714
H -1.754 -4.092 2.203 0.0954
C -1.601 -1.463 4.011 -0.0439
H -2.435 -2.082 3.658 0.0780
H -1.993 -0.444 4.175 0.0572
H -1.273 -1.832 4.988 0.0886
C 1.302 -0.346 4.494 -0.0411
H 0.837 -0.770 5.402 0.0892
H 1.039 0.733 4.443 0.0632
H 2.396 -0.394 4.601 0.0770
C 3.171 -1.368 2.230 -0.0614
H 3.675 -1.893 3.045 0.0926
H 3.487 -0.330 2.331 0.0568
H 3.565 -1.755 1.302 0.0640
C 1.445 -3.427 0.514 -0.0846
H 1.855 -4.351 0.985 0.0940
H 2.305 -3.063 -0.092 0.0643
H 0.668 -3.823 -0.180 0.0699
C -1.407 0.403 -3.763 -0.2036
C -1.787 -0.889 -3.606 -0.1552
C -0.947 -2.030 -4.077 -0.1402
C 0.611 -1.780 -3.854 -0.1399
C 0.909 -0.897 -2.687 -0.3527
C 1.355 0.388 -3.001 -0.2611
C 0.927 1.230 -4.191 -0.1575
C -0.496 0.874 -4.783 -0.1676
H -1.119 -2.201 -5.151 0.1237
H 1.086 -1.337 -4.770 0.1243
H -1.176 -3.029 -3.642 0.1213
H -0.499 0.169 -5.629 0.1239
H -2.060 1.214 -3.401 0.0918
H -2.896 -0.992 -3.541 0.1424
H -0.923 1.839 -5.164 0.1348
H 0.818 2.310 -3.917 0.1082
H 2.282 0.782 -2.620 0.0462
H 1.652 1.185 -5.020 0.1186
H 1.148 -2.756 -3.818 0.1296
H 1.306 -1.502 -1.778 0.0991
P -1.802 0.777 -0.260 1.0641
P 2.246 1.677 0.111 0.8447
C -0.507 1.907 -1.200 -0.3276
C 0.900 2.556 -0.900 -0.3325
H -1.176 2.728 -1.446 0.1085
H -0.446 1.357 -2.151 0.0094
H 1.348 2.821 -1.868 0.0791
H 0.656 3.460 -0.324 0.0855
C 3.039 2.973 1.090 -0.2529
H 3.623 2.429 1.866 0.0601
H 2.277 3.628 1.559 0.0549
H 3.683 3.504 0.367 0.0563
C 3.726 0.956 -0.696 -0.2644
H 4.226 1.802 -1.190 0.0539
H 3.431 0.125 -1.374 0.0336
H 4.312 0.522 0.147 0.0575
C -3.474 1.059 -1.155 -0.1267
H -4.174 0.252 -0.891 0.0789
H -3.228 1.028 -2.227 0.0256
H -3.867 2.078 -0.910 0.0740
C -1.685 -0.997 -0.757 -0.2441
H -1.101 -1.743 -0.231 0.0267
H -1.210 -0.780 -1.794 0.0201
H -2.686 -1.402 -0.976 0.0990
C -1.335 1.954 3.595 -0.0641
C -1.785 1.349 2.289 -0.5257
C -2.633 2.412 1.674 -0.1133
C -0.614 1.101 1.399 -0.1861
H -0.769 2.877 3.413 0.1004
H -0.731 1.353 4.281 0.0610
H -2.222 2.236 4.136 0.0877
H -2.360 0.426 2.445 0.1301
H -2.106 3.349 1.530 0.1087
H -3.073 2.209 0.699 0.0051
H -3.476 2.561 2.305 0.0977
H 0.018 1.948 1.471 0.0519
H -0.053 0.230 1.803 0.0655
```


Record 3
A cluster of 5 separate species, C40H49N5O12 in total, computed with the ωB97M-V functional and the def2-TZVPD basis.

Values from the calculation:
- HOMO (spin up / spin down): -5.116 / -5.113 eV
- <S²>: 0.75
- Charge: -1
- 2S+1: 2

XYZ file:
```
106
Properties=species:S:1:pos:R:3:mulliken_spin:R:1
C -2.898 4.173 0.513 0.0000
C -1.647 3.579 -0.331 0.0000
C -0.773 4.881 -0.826 0.0000
C -0.756 2.499 0.481 -0.0027
C -1.414 2.009 1.860 0.0002
C -0.498 1.273 -0.565 0.0039
O -0.102 0.122 0.214 0.0040
C 0.521 -0.905 -0.638 0.0019
C -0.035 -0.916 -2.140 -0.0063
O 0.609 -0.281 -3.057 -0.0045
O -1.172 -1.616 -2.550 -0.0021
C 2.104 -0.692 -0.498 0.0286
C 3.017 -1.960 -0.855 0.0121
C 4.180 -2.241 0.260 0.0067
C 3.846 -1.548 -2.204 0.0029
N 2.287 -3.210 -1.189 0.3475
O 1.982 -3.323 -2.458 0.5798
C 1.161 -3.521 -0.270 0.0147
C 1.630 -4.218 1.127 0.0172
C 0.279 -4.674 -1.018 -0.0076
C 0.145 -2.313 0.033 0.0082
H -3.512 4.836 -0.211 0.0000
H -3.635 3.359 0.874 0.0000
H -2.529 4.848 1.376 0.0000
H -2.100 3.153 -1.306 0.0001
H 0.124 5.050 -0.146 0.0000
H -0.421 4.616 -1.895 0.0000
H -1.466 5.782 -0.926 0.0000
H 0.220 3.042 0.760 0.0002
H -2.386 1.416 1.733 0.0000
H -1.668 2.881 2.571 0.0000
H -0.604 1.401 2.418 -0.0001
H 0.291 1.659 -1.292 0.0008
H -1.529 1.100 -1.061 -0.0002
H 2.455 0.193 -1.156 0.0022
H 2.364 -0.368 0.583 -0.0017
H 4.057 -1.600 1.195 0.0000
H 4.186 -3.366 0.527 -0.0041
H 5.214 -2.055 -0.222 -0.0006
H 4.560 -0.708 -1.860 -0.0007
H 3.087 -1.049 -2.898 0.0045
H 4.383 -2.445 -2.655 -0.0049
H 2.363 -5.056 0.803 -0.0099
H 2.189 -3.480 1.803 0.0014
H 0.770 -4.755 1.654 0.0027
H -0.376 -5.176 -0.227 -0.0005
H -0.350 -4.181 -1.839 0.0091
H 0.977 -5.499 -1.431 -0.0052
H -0.937 -2.608 -0.228 0.0061
H 0.135 -2.133 1.177 -0.0039
C -3.701 -3.210 -2.658 0.0000
C -3.333 -4.005 -1.576 0.0017
C -4.309 -4.642 -0.815 -0.0001
C -5.653 -4.479 -1.150 0.0001
C -6.029 -3.678 -2.226 0.0000
C -5.047 -3.043 -2.979 0.0000
N -6.681 -5.167 -0.367 0.0000
O -6.317 -5.847 0.583 0.0000
O -7.849 -5.027 -0.709 0.0000
H -2.938 -2.717 -3.254 0.0002
H -2.285 -4.130 -1.328 -0.0008
H -4.010 -5.257 0.023 0.0000
H -7.072 -3.541 -2.490 0.0000
H -5.330 -2.420 -3.821 0.0000
C 3.634 5.951 4.461 0.0000
C 3.407 7.107 3.721 0.0000
C 2.264 7.219 2.936 0.0000
C 1.352 6.165 2.904 0.0000
C 1.577 5.002 3.637 0.0000
C 2.725 4.898 4.417 0.0000
N 0.135 6.287 2.099 0.0000
O -0.022 7.314 1.454 0.0000
O -0.657 5.356 2.123 0.0000
H 4.525 5.869 5.077 0.0000
H 4.121 7.924 3.758 0.0000
H 2.099 8.125 2.364 0.0000
H 0.874 4.176 3.613 0.0000
H 2.908 3.998 4.993 0.0000
C -2.634 -3.153 6.609 0.0000
C -3.830 -3.185 5.898 0.0000
C -3.831 -3.537 4.552 0.0000
C -2.627 -3.860 3.929 0.0001
C -1.426 -3.822 4.633 -0.0001
C -1.433 -3.467 5.978 0.0000
N -2.627 -4.255 2.519 0.0000
O -3.696 -4.258 1.929 0.0000
O -1.558 -4.563 2.015 -0.0002
H -2.637 -2.884 7.661 0.0000
H -4.762 -2.938 6.395 0.0000
H -4.770 -3.558 4.009 0.0000
H -0.484 -4.068 4.154 0.0000
H -0.504 -3.438 6.536 0.0000
C 2.133 2.043 -4.316 -0.0004
C 2.777 1.139 -5.155 -0.0003
C 3.833 1.563 -5.956 0.0000
C 4.238 2.897 -5.904 0.0000
C 3.592 3.808 -5.071 0.0000
C 2.536 3.376 -4.276 0.0001
N 5.365 3.342 -6.726 0.0000
O 5.898 2.520 -7.460 0.0000
O 5.715 4.511 -6.631 0.0000
H 1.312 1.706 -3.688 0.0005
H 2.456 0.103 -5.182 -0.0001
H 4.326 0.849 -6.605 0.0000
H 3.898 4.848 -5.028 0.0000
H 2.027 4.076 -3.622 0.0000
```


Record 4
An isolated molecule of CH4F2Si, computed with the ωB97M-V functional and the def2-TZVPD basis.

Values from the calculation:
- HOMO: -11.436 eV
- SMILES: C[SiH](F)F
- Charge: 0
- 2S+1: 1
- ΔE to the lowest compared entry with this formula, charge and spin: 13.0 kJ/mol

XYZ file:
```
8
Properties=species:S:1:pos:R:3:lowdin_charge:R:1
C -0.188 0.888 0.455 -0.1799
Si 0.367 -0.705 -0.418 0.4397
F -0.705 -1.215 -1.540 -0.1684
F -0.001 -1.815 0.679 -0.1523
H -1.218 0.721 0.265 -0.0020
H -0.133 0.958 1.553 0.0377
H 0.193 1.827 -0.055 0.0488
H 1.685 -0.658 -0.940 -0.0236
```


Values for calculated total energy, a.u., ordered as above
-2076.253679, -2540.838805, -2729.759856, -529.845360
Values for strongest force on any atom, Eh/bohr, ordered as above
0.0356, 0.0942, 0.1205, 0.0546